Arrangement i

Entry from the Open Molecules 2025 dataset: 2 unconnected molecules or ions with the total composition CH4S2 (ωB97M-V with the def2-TZVPD basis set).

Element x y z (Å)
1 S -2.55891 -0.37536 0.02287
2 S 1.17437 -1.22900 -0.09048
3 C 1.50861 0.32540 0.13440
4 H -1.72207 0.65444 0.08686
5 H 2.41856 0.77599 -0.23954
6 H -1.65879 -1.13188 -0.59039
7 H 0.83823 0.98041 0.67628

The HOMO-LUMO gap comes out at 8.422 eV. Its spin multiplicity is 1. As for the structure (SMILES): C=S.S.



Arrangement ii

Entry from the Open Molecules 2025 dataset: a single CH4S2 molecule (ωB97M-V with the def2-TZVPD basis set).

Element x y z (Å)
1 S -0.91061 -0.73089 0.77066
2 S 0.76661 -0.23948 2.02257
3 C -0.25951 -0.09964 -0.79090
4 H 1.18913 0.86329 1.35897
5 H 0.61222 -0.55332 -1.24139
6 H -0.26211 0.98344 -0.67343
7 H -1.13573 -0.22340 -1.44648

The HOMO-LUMO gap comes out at 8.871 eV. Its spin multiplicity is 1. As for the structure (SMILES): CSS.



Energies relative to the minimum, kcal/mol: arrangement i 20.2; arrangement ii 0.0



Arrangement i

Entry from the Open Molecules 2025 dataset: a single CH4S2 molecule (ωB97M-V with the def2-TZVPD basis set).

Element x y z (Å)
1 S 0.83353 0.04508 0.96748
2 S -1.38017 -0.31360 2.17899
3 C 0.66577 -0.05532 -0.83265
4 H -0.13947 -0.76495 -1.07340
5 H 0.24974 0.96017 -1.22414
6 H 1.72040 -0.18677 -1.28270
7 H -1.94982 0.31539 1.26642

The HOMO-LUMO gap comes out at 7.445 eV. Its spin multiplicity is 1. As for the structure (SMILES): CSS.



Arrangement ii

Entry from the Open Molecules 2025 dataset: a single CH4S2 molecule (ωB97M-V with the def2-TZVPD basis set).

Element x y z (Å)
1 S -0.73636 -0.94956 0.11980
2 S -2.01890 0.67753 -0.03157
3 C 0.90120 -0.21666 -0.22752
4 H -1.91396 0.78370 1.26572
5 H 1.36904 0.45714 0.55213
6 H 0.84694 0.23512 -1.27549
7 H 1.55204 -0.98727 -0.40306

The HOMO-LUMO gap comes out at 9.668 eV. Its spin multiplicity is 1. As for the structure (SMILES): CSS.



Energies relative to the minimum, kcal/mol: arrangement i 31.9; arrangement ii 0.0



Arrangement i

Entry from the Open Molecules 2025 dataset: a molecular structure, CH8Na6O7 (ωB97M-V with the def2-TZVPD basis set).

Element x y z (Å)
1 Na -0.36948 8.85412 -4.03551
2 Na 4.34096 16.96549 1.87131
3 Na -0.70651 16.66599 1.94767
4 Na -1.33312 7.07821 1.48499
5 Na -3.53730 11.82085 1.78606
6 Na 1.38330 12.09795 6.04974
7 O 5.02261 6.79787 3.91115
8 O 1.87784 10.37385 1.81704
9 O 1.48965 13.96219 -3.62996
10 O 0.61771 11.06951 0.20374
11 O 3.45316 6.32207 -0.94284
12 O 6.97074 11.15705 2.89973
13 O 1.76965 12.47466 1.43638
14 C 1.51022 11.33453 1.10022
15 H 3.95452 6.36323 -1.75719
16 H 6.09405 10.82398 2.70818
17 H 2.06255 14.56372 -3.15438
18 H 5.66708 6.37523 3.34348
19 H 3.40633 7.23012 -0.64369
20 H 0.95028 13.55708 -2.95085
21 H 7.30690 10.57160 3.57833
22 H 4.43990 7.26110 3.30941

Its net charge is +4. The HOMO-LUMO gap comes out at 2.803 eV. Its spin multiplicity is 1.



Arrangement ii

Entry from the Open Molecules 2025 dataset: a molecular structure, CH8Na6O7 (ωB97M-V with the def2-TZVPD basis set).

Element x y z (Å)
1 Na 20.77594 5.27134 -3.73477
2 Na 20.78248 0.85577 -6.15756
3 Na 24.02463 3.60098 -2.95354
4 Na 20.80130 2.14847 -2.50486
5 Na 22.14082 5.53071 -7.34561
6 Na 24.60148 2.13013 -7.43874
7 O 22.29517 2.18461 -4.50832
8 O 24.73958 5.90345 -5.79000
9 O 23.20697 0.93845 -2.20498
10 O 24.65967 0.83884 -5.29818
11 O 22.32237 2.62550 -6.59409
12 O 20.63374 3.65978 -8.78391
13 O 22.67130 4.19907 -5.17447
14 C 22.41621 2.97339 -5.43675
15 H 24.12831 0.95047 -1.94569
16 H 24.84275 6.54178 -5.08422
17 H 19.69970 3.76511 -8.60298
18 H 23.22268 1.07051 -3.15289
19 H 25.27490 0.82882 -4.56494
20 H 23.93145 1.37996 -4.99306
21 H 20.96993 3.17043 -8.03308
22 H 24.10219 5.27389 -5.45293

Its net charge is +4. The HOMO-LUMO gap comes out at 8.412 eV. Its spin multiplicity is 1.



Energies relative to the minimum, kcal/mol: arrangement i 106.6; arrangement ii 0.0



Arrangement i

Entry from the Open Molecules 2025 dataset: a gas-phase ion, C4H12NOS2 (charge +1) (ωB97M-V with the def2-TZVPD basis set).

Element x y z (Å)
1 S -0.74946 1.47487 -0.54589
2 S 0.40593 1.85603 1.06026
3 O -0.13306 -3.17986 -0.52121
4 N 1.37157 -0.98368 0.23203
5 C -0.64837 1.73014 2.50760
6 C -0.79104 -0.32477 -0.70333
7 C 0.55699 -0.97007 -0.99740
8 C 0.39770 -2.37587 -1.56631
9 H -1.55891 2.30748 2.34890
10 H -0.32900 -2.28584 -2.37186
11 H 0.09288 -4.09532 -0.68154
12 H -0.98474 0.74541 2.84233
13 H 1.31962 -0.02541 0.65490
14 H 1.34023 -2.77814 -1.94447
15 H 2.36231 -1.20047 0.10923
16 H -0.05368 2.09530 3.34495
17 H -1.18843 -0.70185 0.23672
18 H 1.03291 -1.60958 0.93120
19 H -1.57614 -0.56116 -1.41719
20 H 1.00151 -0.37710 -1.75465

Its net charge is +1. The HOMO-LUMO gap comes out at 9.837 eV. Its spin multiplicity is 1. As for the structure (SMILES): CSSC[C@@H]([NH3+])CO.



Arrangement ii

Entry from the Open Molecules 2025 dataset: 2 unconnected molecules or ions with the total composition C4H12NOS2 (ωB97M-V with the def2-TZVPD basis set).

Element x y z (Å)
1 S 4.45069 0.50637 -0.85377
2 S -3.28813 1.30149 -0.03272
3 O 0.73861 0.67705 -0.46295
4 N -1.06298 -0.24589 0.42235
5 C -1.94627 0.24541 -0.68696
6 C -2.62101 -1.02426 -1.18419
7 C 0.21105 0.06086 0.57756
8 C 1.00333 -0.30099 1.78561
9 H 1.78630 -0.93156 1.44708
10 H 1.71122 0.98492 -0.26341
11 H 5.40964 1.40309 -0.62129
12 H 0.27362 -0.84473 2.45254
13 H -1.55766 -0.74687 1.10992
14 H -1.72607 -1.40052 -1.69101
15 H -2.85536 -1.55895 -0.29660
16 H -2.42588 1.80359 0.82170
17 H 1.44127 0.68151 1.98652
18 H -3.44911 -0.78449 -1.80641
19 H 5.18112 -0.57808 -1.30288
20 H -1.27437 0.75206 -1.40111

Its net charge is +1. The HOMO-LUMO gap comes out at 9.497 eV. Its spin multiplicity is 1.



Energies relative to the minimum, kcal/mol: arrangement i 0.0; arrangement ii 21.8



Arrangement i

Entry from the Open Molecules 2025 dataset: a gas-phase ion, C3H4NO (charge +1) (ωB97M-V with the def2-TZVPD basis set).

Element x y z (Å)
1 O 0.36835 -0.95832 0.86258
2 N -0.48763 -0.28167 -1.06836
3 C -0.16597 -1.28569 -0.38719
4 C -0.17683 0.86735 -0.30260
5 C 0.37209 0.30438 0.94124
6 H 0.53561 1.50580 -0.85579
7 H -0.15793 -2.50018 -0.82410
8 H -1.04145 1.54160 -0.18570
9 H 0.75376 0.80673 1.81992

Its net charge is +1. The HOMO-LUMO gap comes out at 10.332 eV. Its spin multiplicity is 1.



Arrangement ii

Entry from the Open Molecules 2025 dataset: a gas-phase ion, C3H4NO (charge +1) (ωB97M-V with the def2-TZVPD basis set).

Element x y z (Å)
1 O -0.64314 -0.74355 -0.40409
2 N 1.52863 -0.11574 -0.04103
3 C -1.33327 0.22756 0.18250
4 C 0.61476 -0.88569 -0.54008
5 C -2.00627 1.10461 0.66426
6 H -2.84440 1.60392 1.06218
7 H 1.23616 0.72321 0.47060
8 H 0.93725 -1.75432 -1.10735
9 H 2.51026 -0.16000 -0.28699

Its net charge is +1. The HOMO-LUMO gap comes out at 10.262 eV. Its spin multiplicity is 1. As for the structure (SMILES): C#COC=[NH2+].



Arrangement iii

Entry from the Open Molecules 2025 dataset: a molecular structure, C3H4NO (ωB97M-V with the def2-TZVPD basis set).

Element x y z (Å)
1 O 1.33913 0.66544 -0.73978
2 N 1.58021 -0.63952 -0.86773
3 C -0.63150 -0.65743 0.28695
4 C -0.07770 0.79752 0.09649
5 C 0.58347 -1.05488 -0.29956
6 H 0.22136 1.27700 1.02850
7 H -0.79039 -0.93216 1.33324
8 H -0.70799 1.43220 -0.52444
9 H -1.51660 -0.88817 -0.31366

Its net charge is +1. The HOMO-LUMO gap comes out at 8.671 eV. Its spin multiplicity is 1.



Energies relative to the minimum, kcal/mol: arrangement i 0.0; arrangement ii 11.6; arrangement iii 94.7



Arrangement i

Entry from the Open Molecules 2025 dataset: a gas-phase ion, C3H4NO (charge +1) (ωB97M-V with the def2-TZVPD basis set).

Element x y z (Å)
1 O -0.92112 -1.45103 0.80229
2 N -0.41358 -0.60256 1.68550
3 C -0.35475 -0.73099 -0.32434
4 C -0.18849 -0.18902 2.80657
5 C 0.17029 0.36745 0.66410
6 H -1.29856 -0.51608 -0.90230
7 H -0.42961 1.37379 0.84396
8 H 0.55449 -1.17396 -0.85878
9 H 1.29725 0.57089 0.89764

Its net charge is +1. The HOMO-LUMO gap comes out at 9.461 eV. Its spin multiplicity is 1.



Arrangement ii

Entry from the Open Molecules 2025 dataset: a gas-phase ion, C3H4NO (charge +1) (ωB97M-V with the def2-TZVPD basis set).

Element x y z (Å)
1 O -0.37311 -0.62761 -0.91661
2 N -0.53644 1.37302 0.36732
3 C 0.62889 -1.23569 -0.33894
4 C 1.49377 -1.84184 0.17326
5 C -0.85993 0.57370 -0.66069
6 H -1.76348 0.73742 -1.10743
7 H 0.18795 1.21209 1.13076
8 H -1.05461 2.18165 0.54978
9 H 2.27696 -2.37273 0.80255

Its net charge is +1. The HOMO-LUMO gap comes out at 9.593 eV. Its spin multiplicity is 1. As for the structure (SMILES): C#COC=[NH2+].



Energies relative to the minimum, kcal/mol: arrangement i 96.2; arrangement ii 0.0